Record 1
Density functional theory data (wB97M-V/def2-TZVPD) for a structure of composition C15H15Br2Cl16F9NbS in a non-equilibrium geometry.

Geometry as ORCA input:
```
! wB97M-V def2-TZVPD RIJCOSX def2/J DEFGRID3
* xyz -1 1
C -3.109 2.458 1.883
C -2.367 1.369 1.411
Nb -1.282 -0.465 0.608
C 0.677 0.419 1.425
C 1.855 -0.696 1.664
C 1.734 -1.486 3.133
C 2.638 -2.845 2.986
C 1.800 -4.245 3.355
F 2.878 -5.262 3.612
F 1.038 -3.897 4.612
C 0.843 -4.590 2.075
F -0.343 -3.652 2.119
F 1.481 -4.330 0.739
S 0.136 -6.315 2.015
F -0.137 -6.075 0.309
F -1.452 -5.649 2.265
F 0.255 -6.576 3.701
F 1.634 -7.064 1.658
F -0.602 -7.868 1.887
C -1.045 0.543 -1.422
Br -0.484 2.476 -1.609
C -1.340 -0.256 -2.677
C -1.236 0.361 -4.205
Br -1.937 -2.192 -2.555
H -3.651 3.367 2.390
H -0.406 -1.994 0.061
H -2.919 -1.173 0.141
H -1.551 -1.258 2.253
H 0.438 0.930 2.452
H 1.091 1.218 0.645
H 1.950 -1.490 0.778
H 2.898 -0.124 1.668
H 2.239 -0.758 3.913
H 0.620 -1.655 3.449
H 3.229 -2.925 1.972
H 3.475 -2.777 3.834
H -2.336 0.558 -4.611
H -0.723 -0.487 -4.870
H -0.548 1.303 -4.304
C -2.452 4.590 -4.570
Cl -3.216 3.929 -3.102
Cl -3.661 4.690 -5.874
Cl -1.813 6.217 -4.225
Cl -1.118 3.523 -5.077
C -3.148 9.724 -2.255
Cl -3.313 7.952 -2.164
Cl -1.630 10.220 -1.465
Cl -3.122 10.232 -3.962
Cl -4.527 10.492 -1.428
C 1.470 4.228 -8.593
Cl 3.170 3.945 -8.138
Cl 1.037 3.168 -9.958
Cl 0.415 3.868 -7.203
Cl 1.260 5.931 -9.073
C 3.042 -3.921 7.665
Cl 3.484 -5.227 8.794
Cl 4.319 -2.679 7.665
Cl 2.864 -4.590 6.023
Cl 1.501 -3.189 8.179
*
```

- LUMO level (Ha) = -0.006
- gap between HOMO and LUMO (eV) = 4.9
- max |F| (eV/Å) = 10.05

---

Record 2
Density functional theory data (wB97M-V/def2-TZVPD) for the ion C10H19N2 with charge +1 in a non-equilibrium geometry.

Geometry as ORCA input:
```
! wB97M-V def2-TZVPD RIJCOSX def2/J DEFGRID3
* xyz 1 1
C 1.510 -1.305 -1.754
C 0.134 -1.069 -1.950
C 1.079 -0.382 0.436
C -0.691 -0.680 2.207
C 0.986 1.258 2.293
C -2.586 -0.167 -2.285
C -1.465 1.784 -1.106
C 3.250 -1.331 -0.042
C 0.739 -0.230 1.834
C -1.772 0.219 -1.034
N 1.838 -0.972 -0.399
N -0.566 -0.501 -1.110
H 2.294 -1.622 -2.488
H -0.311 -1.551 -2.807
H -1.427 0.177 2.201
H -0.791 -1.127 3.271
H -1.163 -1.391 1.644
H 0.627 2.107 1.809
H 2.206 1.319 2.319
H 0.588 1.233 3.385
H -2.016 0.258 -3.028
H -3.589 0.252 -2.345
H -2.455 -1.288 -2.522
H -0.511 1.928 -1.571
H -1.452 2.122 -0.099
H -2.231 2.232 -1.664
H 3.018 -2.393 0.255
H 4.038 -1.345 -0.869
H 3.603 -0.813 0.861
H 1.468 -0.903 2.371
H -2.444 -0.142 -0.201
*
```

- LUMO level (spin up / spin down) (Ha) = -0.168 / -0.167
- energy relative to the best compared isomer or geometry (same formula, charge and spin) (kcal/mol) = 153.8
- gap between HOMO and LUMO (spin up / spin down) (eV) = 7.4 / 7.4
- max |F| (eV/Å) = 6.83

---

Record 3
Density functional theory data (wB97M-V/def2-TZVPD) for a cluster of 9 separate species, H18O9 in total in a non-equilibrium geometry.

Geometry as ORCA input:
```
! wB97M-V def2-TZVPD RIJCOSX def2/J DEFGRID3
* xyz -1 2
O 24.899 10.720 4.088
H 25.476 10.572 4.837
H 24.079 10.288 4.327
O 22.394 12.093 10.838
H 21.585 12.155 10.329
H 22.684 11.189 10.716
O 25.620 13.584 7.676
H 26.163 12.899 8.066
H 25.543 14.249 8.359
O 22.502 9.274 10.240
H 22.810 9.106 9.350
H 21.550 9.322 10.160
O 27.455 11.651 8.599
H 26.875 11.002 8.998
H 27.767 12.178 9.334
O 23.371 15.141 6.818
H 23.676 15.418 5.954
H 24.065 14.568 7.144
O 25.378 10.484 10.050
H 25.510 11.343 10.450
H 24.642 10.105 10.531
O 23.520 11.230 7.512
H 24.434 11.494 7.411
H 23.087 12.001 7.880
O 22.279 10.117 4.801
H 21.877 10.986 4.781
H 22.157 9.817 5.702
*
```

- LUMO level (spin up / spin down) (Ha) = 0.106 / 0.105
- energy relative to the best compared isomer or geometry (same formula, charge and spin) (kcal/mol) = 10.6
- gap between HOMO and LUMO (spin up / spin down) (eV) = 2.6 / 10.7
- max |F| (eV/Å) = 1.11